DFT (ωB97M-V with the def2-TZVPD basis set) results for the molecule C5H9NO.

Cartesian coordinates (Å):
C1 -1.591 -1.212 -0.260
C2 -0.544 -0.161 -0.584
C3 -0.755 1.306 -0.126
C4 0.725 1.383 0.350
C5 0.786 -0.116 0.122
N1 1.566 -1.100 0.240
O1 2.804 -0.804 0.787
H1 -2.476 -1.033 -0.880
H2 -1.899 -1.183 0.791
H3 -1.223 -2.221 -0.478
H4 -0.313 -0.208 -1.655
H5 -1.067 2.008 -0.901
H6 -1.453 1.361 0.716
H7 0.900 1.755 1.365
H8 1.389 1.926 -0.332
H9 3.149 -1.701 0.844

Summary:
SMILES ... C[C@H]1CC/C1=N\O
Energy ... -8866.20931 eV
Kohn-Sham gap ... 0.386 hartree
Energy relative to the best compared isomer or geometry (same formula, charge and spin) ... 69.3 kcal/mol
Net charge ... 0

=====

DFT (ωB97M-V with the def2-TZVPD basis set) results for a structure of composition C23H15CdN2O.

Cartesian coordinates (Å):
Cd1 1.158 0.057 -1.644
C1 5.581 -0.145 -2.112
C2 5.974 -0.162 -0.785
C3 5.026 -0.159 0.223
C4 3.661 -0.138 -0.078
C5 3.272 -0.112 -1.424
C6 4.227 -0.117 -2.428
C7 2.641 -0.143 1.012
C8 3.008 -0.166 2.379
C9 2.050 -0.156 3.347
C10 0.683 -0.129 2.995
C11 -0.367 -0.115 3.938
C12 -1.668 -0.102 3.524
C13 -1.973 -0.108 2.149
C14 -0.976 -0.116 1.214
C15 0.378 -0.121 1.615
N1 1.361 -0.123 0.672
H1 6.323 -0.150 -2.901
H2 7.025 -0.181 -0.528
H3 5.369 -0.171 1.248
H4 3.937 -0.104 -3.471
H5 4.048 -0.191 2.664
H6 2.324 -0.174 4.395
H7 -0.115 -0.120 4.992
H8 -2.471 -0.090 4.249
H9 -3.010 -0.115 1.837
H10 -1.201 -0.135 0.155
O1 1.764 3.189 -1.542
C16 0.860 2.537 -1.443
N2 -0.983 -0.067 -2.576
C17 -2.111 -0.099 -2.352
C18 -3.503 -0.139 -2.081
C19 -4.293 -1.146 -2.644
C20 -5.644 -1.183 -2.358
C21 -6.205 -0.228 -1.519
C22 -5.418 0.774 -0.963
C23 -4.066 0.827 -1.241
H11 -3.841 -1.882 -3.296
H12 -6.260 -1.958 -2.793
H13 -7.263 -0.264 -1.296
H14 -5.862 1.520 -0.318
H15 -3.443 1.604 -0.816

Summary:
Energy ... -33680.39906 eV
Kohn-Sham gap ... 0.297 hartree
Energy relative to the best compared isomer or geometry (same formula, charge and spin) ... 0.0 kcal/mol
Net charge ... +1

=====

DFT (ωB97M-V with the def2-TZVPD basis set) results for a cluster of 7 separate species, C10H27NO8P in total at a distorted geometry.

Cartesian coordinates (Å):
C1 -1.606 -0.655 0.982
C2 -1.574 -1.633 -0.219
P1 -0.056 -1.659 -1.264
C3 0.986 -2.990 -0.514
C4 1.493 -2.679 0.942
C5 0.873 -0.128 -1.051
C6 2.250 -0.221 -0.879
N1 3.030 0.852 -0.750
C7 2.517 2.093 -0.784
C8 1.179 2.278 -0.987
C9 0.341 1.173 -1.118
C10 -1.121 1.380 -1.378
O1 -1.662 0.806 -2.270
O2 -1.798 2.266 -0.627
H1 -1.888 -1.143 1.909
H2 -0.667 -0.124 1.143
H3 -2.369 0.097 0.789
H4 -2.463 -1.515 -0.828
H5 -1.640 -2.641 0.190
H6 0.354 -3.870 -0.461
H7 1.803 -3.141 -1.215
H8 1.108 -1.699 1.217
H9 2.574 -2.579 0.901
H10 1.204 -3.431 1.660
H11 2.719 -1.192 -0.845
H12 4.023 0.725 -0.607
H13 3.195 2.921 -0.646
H14 0.756 3.270 -1.032
H15 -1.338 2.437 0.209
O3 -4.794 -1.532 -1.920
H16 -4.256 -1.149 -2.621
H17 -5.671 -1.618 -2.305
O4 0.652 -3.480 3.923
H18 -0.193 -3.621 4.363
H19 1.306 -3.693 4.598
O5 -1.613 5.743 -0.870
H20 -2.354 5.666 -0.256
H21 -1.378 4.832 -1.072
O6 2.086 1.432 2.459
H22 2.741 0.882 2.900
H23 2.408 1.544 1.560
O7 -3.846 7.619 -1.371
H24 -4.605 7.065 -1.576
H25 -3.081 7.037 -1.453
O8 3.459 -4.865 0.273
H26 4.194 -5.488 0.273
H27 2.723 -5.374 0.627

Summary:
Energy ... -37959.99949 eV
Kohn-Sham gap ... 0.239 hartree
Net charge ... +1